This record from the OMol25 dataset describes C34H40FInN7O8PS as an isolated structure in a non-equilibrium geometry. The level of theory is ωB97M-V/def2-TZVPD.

Calculated values
Orbital gap ... 7.63 eV

```
! wB97M-V def2-TZVPD RIJCOSX def2/J DEFGRID3
* xyz -2 1
In -0.16314 3.18949 -0.81340
S 0.98119 3.72607 1.86248
O -0.35597 4.30384 1.32027
O 1.22511 2.76520 0.72730
O 1.97926 4.84195 1.87760
O 0.84781 3.01362 3.14204
P -1.08597 -4.16666 2.48947
O 0.08121 -5.08886 2.77227
O -2.44306 -4.62415 3.18441
O -2.40508 -4.82538 1.65209
O -1.05344 -2.75335 1.96705
F 3.86837 0.84122 -3.82978
C 4.12592 0.34513 -2.55832
C 3.17414 0.62285 -1.58342
C 3.45751 0.13817 -0.31490
C 4.55795 -0.70379 -0.07989
C 5.47444 -1.09819 -1.09327
C 5.21992 -0.51875 -2.36577
H 2.33281 1.30765 -1.75712
H 2.76626 0.33725 0.49314
H 4.67077 -1.16898 0.90945
H 6.20007 -1.81187 -0.83572
H 5.83525 -0.73054 -3.16716
N 1.97916 6.00748 -0.59335
C 0.74364 6.71603 -0.74565
C 0.87758 7.56223 -1.80216
C 2.19223 7.50945 -2.26366
C 2.88242 6.55544 -1.45824
H 2.13857 5.47007 0.29132
H -0.16984 6.42187 -0.22346
H 0.06736 8.14980 -2.17012
H 2.65289 8.12122 -3.05048
H 3.87804 6.16375 -1.52605
N -2.73992 -0.85023 3.51842
C -2.22592 0.32609 2.92470
C -3.04433 1.35683 3.16598
C -4.10813 0.89180 3.98438
C -3.83771 -0.43561 4.20083
H -2.41536 -1.78772 3.30604
H -1.52992 0.28302 2.07137
H -2.80716 2.36271 2.73559
H -4.99376 1.36145 4.44544
H -4.36880 -1.12111 4.82472
N -0.52191 -2.39896 -0.91337
C 0.49022 -1.55396 -1.24539
C 1.47271 -2.30030 -1.85977
C 1.00598 -3.67813 -1.77583
C -0.23983 -3.69201 -1.17380
H -1.24308 -2.11235 -0.25030
H 0.42068 -0.54179 -0.83216
H 2.43957 -2.06269 -2.28335
H 1.51983 -4.57682 -2.10747
H -1.06975 -4.43892 -1.12503
N -2.08274 6.75116 1.91234
C -3.39654 7.07854 2.14536
C -3.61820 8.38644 1.77545
C -2.33805 8.90565 1.38810
C -1.43904 7.91943 1.49584
H -1.54974 5.88239 1.97574
H -4.03489 6.29899 2.38723
H -4.59900 8.88004 1.84466
H -2.16387 9.90281 1.08290
H -0.40187 7.96316 1.24187
N -1.99054 -8.37768 -1.09962
C -2.52945 -8.85424 0.07040
C -3.49885 -8.00775 0.46002
C -3.61818 -6.99149 -0.53907
C -2.62461 -7.21094 -1.48812
H -1.05709 -8.63085 -1.41902
H -2.16970 -9.85246 0.36926
H -4.01557 -7.95426 1.40057
H -4.36798 -6.19176 -0.44636
H -2.28926 -6.70951 -2.40468
N 1.71953 -0.41071 2.83098
C 2.73325 0.39043 3.32416
C 3.79461 -0.41271 3.55377
C 3.45483 -1.73434 3.12838
C 2.19078 -1.66524 2.67932
H 0.87814 0.01133 2.41049
H 2.39775 1.40756 3.47776
H 4.63931 -0.05743 4.10919
H 4.08802 -2.61659 3.22006
H 1.55492 -2.49501 2.35345
N -0.19307 -3.30507 -5.06310
C -0.46739 -3.75298 -6.34852
C -1.83912 -3.59062 -6.56905
C -2.39735 -3.01082 -5.37458
C -1.36820 -2.89688 -4.48533
H 0.66776 -3.43098 -4.44831
H 0.32098 -4.06828 -7.02992
H -2.34696 -3.72782 -7.49573
H -3.40460 -2.72637 -5.09178
H -1.37486 -2.74575 -3.40210
*
```

This record from the OMol25 dataset describes one molecule with the formula C10H16OSi in a non-equilibrium geometry. The level of theory is ωB97M-V/def2-TZVPD.

Calculated values
Orbital gap ... 9.12 eV
Relative energy (zero: lowest compared OMol25 entry of this formula, charge and spin) ... 130.8 kcal per mole
Structure (SMILES) ... C=C1/C(=C\[Si](C)(C)C)[C@@H]1C(C)=O

```
! wB97M-V def2-TZVPD RIJCOSX def2/J DEFGRID3
* xyz 0 1
C -1.73999 0.28721 2.09777
C -0.75731 0.81401 1.38809
C 0.27474 0.72285 0.43882
C 0.67681 -0.11148 -0.50279
Si -0.43109 -1.32931 -1.45057
C -2.14907 -0.43893 -1.94856
C -0.64505 -2.87108 -0.30954
C 0.46757 -2.02265 -3.08270
C 0.34979 1.82997 1.37453
C 1.59175 1.81513 2.32996
C 2.37321 2.99975 2.12821
O 1.82912 0.96147 3.13670
H -2.29038 -0.50422 1.55387
H -1.83427 0.71971 3.08660
H 1.75435 0.13126 -0.91989
H -2.82428 -1.01892 -2.78333
H -2.79384 -0.09227 -1.11886
H -1.79118 0.43264 -2.43648
H 0.10531 -2.75518 0.44769
H -1.68428 -2.89145 0.15326
H -0.47885 -3.65915 -0.97653
H 0.03602 -2.93524 -3.47209
H 0.11053 -1.11036 -3.72836
H 1.54273 -1.91054 -2.85968
H 0.20712 2.81460 0.86756
H 2.76623 3.12207 1.14565
H 1.99263 3.92154 2.66730
H 3.34167 3.07856 2.77338
*
```

This record from the OMol25 dataset describes C26H26N7O5S2Yb as an isolated structure in a non-equilibrium geometry. The level of theory is ωB97M-V/def2-TZVPD.

Calculated values
Orbital gap ... 4.66 eV
Relative energy (zero: lowest compared OMol25 entry of this formula, charge and spin) ... 11.6 kcal per mole
Expectation value of S² ... 0.75

```
! wB97M-V def2-TZVPD RIJCOSX def2/J DEFGRID3
* xyz -2 2
Yb -0.72088 -0.35910 1.35005
O -4.78685 1.27095 -2.02854
C -4.59671 0.02732 -2.46410
C -5.20301 -0.37416 -3.66164
C -5.02570 -1.65852 -4.14779
C -4.23712 -2.57528 -3.45880
C -3.63392 -2.17707 -2.27168
C -3.79642 -0.89871 -1.75678
C -3.09913 -0.53365 -0.48053
O -2.32030 -1.37260 0.08441
N -3.33318 0.68963 -0.07280
N -2.50829 1.05820 1.02423
C -3.06715 0.96135 2.20830
C -2.22850 1.09423 3.40671
C -2.74949 1.76378 4.59879
C -1.88113 2.16500 5.55301
C -0.47022 2.03445 5.37176
C -0.04804 1.60325 4.13119
N -0.84889 1.23468 3.13824
H -4.21726 1.33367 -1.15507
H -5.80890 0.35285 -4.18950
H -5.50638 -1.94434 -5.07823
H -4.09473 -3.57922 -3.83969
H -3.00414 -2.84877 -1.69968
H -4.14492 0.96755 2.32926
H -3.82240 1.85620 4.71654
H -2.26869 2.61634 6.46274
H 0.24185 2.35438 6.11920
H 1.01303 1.58082 3.89345
N 4.62479 3.48124 -4.75048
C 3.83949 3.02229 -3.66679
C 2.45109 2.99257 -3.76515
C 1.67950 2.57824 -2.69166
C 2.29496 2.18625 -1.51088
C 3.67311 2.20939 -1.40384
C 4.44414 2.63700 -2.47527
S 1.32139 1.67238 -0.13776
O 2.26527 1.30538 0.89709
O 0.39919 2.74092 0.11033
N 0.42944 0.39325 -0.56895
C 1.07086 -0.77890 -0.97883
N 2.30159 -0.74797 -1.50493
C 2.82333 -1.91683 -1.84846
C 2.16065 -3.12069 -1.69131
C 0.89331 -3.03491 -1.13305
N 0.34287 -1.89141 -0.78312
H 4.17627 3.34091 -5.64375
H 5.54782 3.07357 -4.76157
H 1.97192 3.29822 -4.68952
H 0.59965 2.55422 -2.77087
H 4.13063 1.87457 -0.48253
H 5.52586 2.66251 -2.38956
H 3.82590 -1.88973 -2.26819
H 2.60463 -4.06590 -1.96853
H 0.29734 -3.92523 -0.94959
C 1.43863 -2.93472 3.90215
C 1.71903 -2.48176 2.47539
C 3.09041 -1.83363 2.35268
O 0.73817 -1.61704 2.04889
H 2.16410 -3.68497 4.24151
H 0.43225 -3.34884 3.97327
H 1.48239 -2.07240 4.57389
H 1.72714 -3.38781 1.83820
H 3.17432 -1.00107 3.05821
H 3.23097 -1.42033 1.35026
H 3.88953 -2.55621 2.56071
S -2.61445 -0.95578 3.36896
*
```

This record from the OMol25 dataset describes C28H32ClN5O4PRu as an isolated structure in a non-equilibrium geometry. The level of theory is ωB97M-V/def2-TZVPD.

Calculated values
Orbital gap (alpha / beta) ... 3.91 / 3.83 eV
Relative energy (zero: lowest compared OMol25 entry of this formula, charge and spin) ... 26.6 kcal per mole
Expectation value of S² ... 0.81

```
! wB97M-V def2-TZVPD RIJCOSX def2/J DEFGRID3
* xyz -2 2
Ru 0.22080 0.45950 -0.07710
O 4.38100 1.61820 1.41830
C 3.20800 1.41160 1.18710
O 2.54850 1.49030 0.08500
C 2.94960 2.49850 -1.35690
O 4.09680 2.74870 -1.37900
O 1.89630 2.63010 -1.87350
C -0.82230 1.53900 -3.59510
P 0.08530 0.40100 -2.43220
C -0.86930 -1.13930 -2.87250
C 1.62140 0.08320 -3.32930
C 1.93370 0.48740 -4.63370
C 3.18940 0.25620 -5.15580
C 4.17690 -0.35410 -4.39610
C 3.87890 -0.74910 -3.09160
C 2.62380 -0.54200 -2.57470
H -0.25330 2.46240 -3.67590
H -1.80350 1.76320 -3.17400
H -0.95090 1.08590 -4.58000
H -0.98260 -1.26820 -3.95130
H -1.84760 -1.08420 -2.39450
H -0.33530 -1.98810 -2.45250
H 1.19660 0.99400 -5.24030
H 3.41150 0.56550 -6.17070
H 5.17020 -0.49680 -4.80250
H 4.64550 -1.20290 -2.48050
H 2.39590 -0.80790 -1.54530
Cl -0.11660 3.38140 0.69310
C -1.27110 2.84180 1.88570
C -1.30040 3.42340 3.12540
C -2.14840 2.92140 4.11430
C -2.92120 1.79620 3.82170
C -2.87330 1.20160 2.58510
C -2.06820 1.71200 1.52980
C -2.04200 1.16970 0.22770
H -0.65320 4.26400 3.33770
H -2.19240 3.39000 5.08990
H -3.58250 1.39150 4.58350
H -3.47290 0.32210 2.37970
H -2.78310 0.39810 0.02090
H -1.94960 1.89450 -0.58640
C -0.50580 -0.07730 6.43820
C 1.01620 0.06460 6.44860
C 1.42250 1.53560 6.46400
C 1.67750 -0.64720 5.24620
N 1.62410 0.09910 4.03250
C 0.58490 0.30660 3.17670
N 1.00140 0.89280 2.08870
N 2.35090 1.05020 2.26010
N 2.77810 0.58840 3.46800
H -0.93360 0.39500 7.32110
H -0.79970 -1.12610 6.44130
H -0.93690 0.40580 5.56530
H 1.40160 -0.42700 7.35270
H 0.94270 2.04780 5.63450
H 2.49990 1.63490 6.34970
H 1.11850 2.01740 7.39200
H 1.21590 -1.63340 5.10370
H 2.74110 -0.79350 5.45150
H -0.43040 0.02400 3.36070
N 0.06220 -1.39510 0.51140
C 0.55710 -2.55210 0.82020
C 1.05070 -3.48210 -0.15640
C 1.53070 -4.71340 0.19150
C 1.56330 -5.13200 1.51880
C 1.10180 -4.25830 2.50060
C 0.60170 -3.02490 2.17790
H 1.05390 -3.17390 -1.19330
H 1.88920 -5.38010 -0.58670
H 1.94720 -6.11140 1.77630
H 1.14240 -4.56250 3.54510
H 0.24290 -2.35580 2.95150
*
```